Entry 1:
Computed, not measured: a structure of composition C22H24F6IrN7O6S2, with ωB97M-V/def2-TZVPD.

Summary:
Expectation value of S² = 0.754
2S+1 = 2
Gap between HOMO and LUMO (spin up / spin down) = 8.22 / 5.25 eV
HOMO (spin up / spin down) = -17.348 / -17.343 eV
Strongest force on any atom = 0.88 eV/A
Charge = +3

Element x y z (Å)
1 H 2.839 -2.733 1.611
2 C 3.406 -1.056 -3.225
3 N 0.925 -0.751 1.236
4 F -1.989 -4.952 1.702
5 H -0.592 5.631 -3.212
6 N 1.419 -0.069 -1.595
7 H -3.230 2.896 4.128
8 F -2.074 -5.308 -0.442
9 O 1.595 2.596 2.711
10 F -3.797 -4.495 0.586
11 H 4.194 -1.439 -3.861
12 C 0.841 2.790 -2.088
13 C 0.351 -0.843 2.609
14 H 0.686 -1.632 0.765
15 C -0.501 4.646 -2.771
16 C -1.640 3.949 -2.359
17 O -3.701 -0.258 -1.477
18 H -2.633 4.354 -2.492
19 Ir 0.029 0.652 -0.258
20 C 3.022 -1.777 2.103
21 N -1.311 1.453 1.122
22 O -1.255 -0.275 -1.511
23 H 2.634 0.340 1.811
24 N -0.249 2.177 -1.597
25 O -0.389 -2.925 0.177
26 H 0.740 -2.023 -1.387
27 N 2.065 2.142 -2.068
28 H 2.831 2.703 -2.411
29 C 0.921 -2.021 3.377
30 H -4.420 1.667 2.311
31 H 2.821 -2.671 3.980
32 C -2.686 2.491 3.285
33 C 2.470 -1.924 -2.656
34 C 2.402 -0.616 1.336
35 O -2.317 -1.989 1.359
36 H 0.719 -2.968 2.874
37 H 2.842 -0.604 0.342
38 S -2.552 -1.069 -1.699
39 N 2.417 -1.879 3.473
40 C 0.739 4.061 -2.648
41 F -1.253 -2.112 -3.685
42 F -3.414 -2.120 -3.902
43 H -3.132 0.751 0.424
44 H 2.496 -2.989 -2.838
45 H 4.096 -1.636 2.210
46 O 1.187 1.908 0.631
47 F -2.303 -0.272 -4.140
48 C -0.666 2.130 2.097
49 H 1.631 4.553 -3.012
50 H -0.732 3.194 3.934
51 N -2.515 -2.464 -1.083
52 C -3.349 1.807 2.283
53 H 0.575 0.085 3.138
54 C 3.292 0.299 -3.012
55 C -1.306 2.657 3.190
56 H -0.725 -0.953 2.540
57 H -2.319 2.146 -1.417
58 C 1.492 -1.398 -1.855
59 C -2.375 -1.430 -3.511
60 C -1.478 2.729 -1.766
61 H 3.961 1.000 -3.493
62 H 2.650 -1.044 4.018
63 H 0.514 -2.064 4.385
64 S -1.833 -2.828 0.291
65 C -2.633 1.284 1.214
66 C 0.804 2.259 1.888
67 C -2.489 -4.542 0.541
68 C 2.255 0.779 -2.211

Entry 2:
Computed, not measured: the molecule C22H24FN5S at a distorted geometry, with ωB97M-V/def2-TZVPD.

Summary:
2S+1 = 1
Gap between HOMO and LUMO = 7.95 eV
HOMO = -8.067 eV
Strongest force on any atom = 1.28 eV/A
Charge = 0

Element x y z (Å)
1 C 4.613 3.128 0.207
2 H -4.610 -1.446 -0.185
3 S -3.295 0.434 -2.533
4 H -2.373 -2.532 0.048
5 F 4.126 -4.620 -0.355
6 H 2.042 1.537 -2.172
7 H 3.335 2.466 1.789
8 C 4.818 3.175 -1.161
9 H 5.332 3.575 0.878
10 C 0.095 -0.417 -0.967
11 H 1.414 1.121 1.502
12 C -4.007 -1.293 0.714
13 C -4.082 1.052 0.032
14 H -5.077 0.693 -0.241
15 C 2.018 -1.132 -0.130
16 H -2.431 2.036 -1.003
17 C -3.438 1.679 -1.208
18 H 0.436 1.815 0.186
19 H 3.625 -0.403 1.106
20 C -2.961 0.491 2.969
21 C -2.353 0.319 1.572
22 H -4.208 1.840 0.787
23 H 5.696 3.658 -1.561
24 H 4.045 2.637 -3.084
25 H -2.204 0.866 3.654
26 C 3.892 2.601 -2.016
27 C 2.558 1.926 -0.132
28 H -2.536 -2.467 1.808
29 H 1.834 -4.242 -1.549
30 C -3.083 -2.495 0.869
31 C 3.227 -1.229 0.538
32 C 1.334 1.234 0.415
33 C -1.827 -0.363 -2.051
34 N -3.278 -0.051 0.521
35 C 3.408 -3.477 -0.298
36 N -1.679 -1.592 -2.539
37 C 2.766 1.981 -1.504
38 C 1.508 -2.215 -0.887
39 H -3.787 1.199 2.949
40 H -3.329 -0.457 3.352
41 H -1.883 1.257 1.265
42 C 3.490 2.503 0.720
43 H -3.675 -3.407 0.847
44 H -4.693 -1.244 1.578
45 N -0.958 0.309 -1.286
46 H -1.567 -0.440 1.614
47 C 3.923 -2.421 0.446
48 H -4.054 2.484 -1.605
49 N 1.140 -0.060 -0.190
50 C 0.266 -1.759 -1.438
51 H 4.870 -2.547 0.946
52 C 2.208 -3.409 -0.976
53 N -0.631 -2.300 -2.239

Entry 3:
Computed, not measured: a structure of composition C22H24FN5SSiZr at a distorted geometry, with ωB97M-V/def2-TZVPD.

Summary:
2S+1 = 1
Gap between HOMO and LUMO (spin up / spin down) = 5.91 / 5.91 eV
HOMO (spin up / spin down) = -13.912 / -13.912 eV
Strongest force on any atom = 1.72 eV/A
Charge = +2

Element x y z (Å)
1 C -1.943 -2.162 2.913
2 H -0.065 3.513 2.721
3 H 3.866 0.560 2.846
4 H -2.016 1.646 2.731
5 H 2.119 1.424 0.194
6 C -3.096 2.424 1.023
7 C -4.687 0.485 -3.030
8 H -4.184 -1.024 -1.577
9 H -6.480 -1.166 -0.698
10 C -5.701 1.241 -3.611
11 C -2.800 2.327 2.387
12 C -0.950 -1.654 5.044
13 H 3.298 0.937 4.471
14 C -6.250 -0.473 -1.495
15 C -0.194 -0.433 3.103
16 H -7.769 1.773 -3.533
17 N 0.556 0.473 2.371
18 H -2.622 -2.717 2.279
19 N -2.230 0.587 -3.168
20 C -1.132 -1.190 2.403
21 H -5.209 4.366 3.589
22 N -3.402 0.558 -3.630
23 H -3.398 0.552 -4.647
24 C 0.693 3.176 3.438
25 H 1.324 4.037 3.671
26 C 1.907 2.288 0.849
27 C -3.559 3.027 3.308
28 C -7.260 0.317 -2.041
29 H 2.757 2.960 0.751
30 H -2.449 -3.165 4.731
31 C -0.138 -0.686 4.476
32 H -5.475 1.895 -4.446
33 H -3.342 2.939 4.364
34 C 3.366 1.319 3.451
35 C -4.178 3.178 0.587
36 C -4.933 3.871 1.520
37 H 0.181 2.904 4.364
38 H 1.045 2.882 0.458
39 Zr -0.348 1.166 0.713
40 C -6.984 1.170 -3.097
41 H 0.560 -0.118 5.080
42 C -4.962 -0.390 -1.979
43 H -0.884 -1.838 6.108
44 C -1.837 0.832 -1.896
45 C -1.838 -2.398 4.278
46 N -2.665 1.365 -1.024
47 Si 1.704 1.738 2.735
48 C -4.620 3.809 2.873
49 H -4.402 3.231 -0.470
50 S -0.089 0.576 -1.667
51 N -2.212 1.751 0.151
52 H -8.269 0.245 -1.656
53 H -5.769 4.468 1.185
54 H 3.997 2.210 3.470
55 F -1.222 -0.835 0.995

Entry 4:
Computed, not measured: a structure of composition C22H24FeN4O8S2, with ωB97M-V/def2-TZVPD.

Summary:
Expectation value of S² = 8.759
2S+1 = 6
Gap between HOMO and LUMO (spin up / spin down) = 8.46 / 8.15 eV
HOMO (spin up / spin down) = -6.093 / -5.987 eV
Strongest force on any atom = 0.29 eV/A
Charge = -1

Element x y z (Å)
1 H 3.839 3.024 -5.239
2 H -2.738 -3.266 -4.813
3 H -4.761 -0.991 -3.554
4 C -3.534 -2.631 -2.919
5 O -0.446 3.744 -0.325
6 H 1.063 0.813 6.327
7 C 2.785 3.331 -2.017
8 C -4.026 -0.690 -1.564
9 H 1.862 1.450 3.749
10 H -2.139 -0.893 6.195
11 C -2.780 -3.143 -1.865
12 O 0.453 1.984 0.710
13 H 3.369 4.509 -4.403
14 C -1.830 1.835 0.043
15 H -4.529 0.257 -1.422
16 N 0.294 0.088 3.232
17 C -0.529 2.617 0.129
18 H -2.031 -2.838 0.128
19 H -2.034 1.680 -1.026
20 C 3.282 2.741 -3.175
21 H 3.060 -2.333 0.712
22 H -2.292 -4.105 -1.976
23 H 4.278 1.014 -3.970
24 H 4.421 -0.146 -1.788
25 N -1.700 0.577 0.768
26 H -4.487 -3.040 -4.809
27 H -2.634 2.460 0.434
28 H 2.141 3.349 -4.893
29 C -4.158 -1.399 -2.750
30 H -1.318 -1.269 3.544
31 H 2.477 -1.746 -0.838
32 O -2.809 -1.236 2.013
33 O 0.878 -3.708 0.258
34 H -0.861 -2.114 6.380
35 O -0.068 -1.749 0.751
36 C 3.156 3.444 -4.501
37 C 3.422 1.421 -0.725
38 H -3.772 -4.458 -4.034
39 O 3.294 1.483 1.863
40 H -0.770 -0.589 7.275
41 C 0.701 0.485 5.369
42 O 4.629 -0.309 0.762
43 N 2.138 -0.413 0.801
44 S -3.029 -0.272 0.958
45 C 3.870 1.483 -3.082
46 C -3.256 -1.211 -0.536
47 C 2.851 2.684 -0.794
48 C 0.945 -2.507 0.427
49 H 2.432 3.135 0.092
50 C -0.541 -0.636 3.946
51 O -4.181 0.596 1.060
52 C -2.633 -2.446 -0.678
53 C -3.644 -3.390 -4.214
54 C 2.265 -1.758 0.240
55 H 2.316 4.307 -2.067
56 Fe 0.247 0.111 1.182
57 S 3.442 0.517 0.802
58 C 1.080 0.797 4.102
59 C 3.944 0.822 -1.865
60 C -1.071 -1.047 6.336
61 N -0.332 -0.424 5.255

Entry 5:
Computed, not measured: a structure of composition C22H24InN2O4S2, with ωB97M-V/def2-TZVPD.

Summary:
2S+1 = 1
Gap between HOMO and LUMO = 8.37 eV
HOMO = -11.226 eV
Strongest force on any atom = 0.63 eV/A
Charge = +1

Element x y z (Å)
1 O -1.825 1.193 -0.405
2 H -3.609 -3.646 3.982
3 H 0.348 3.699 1.052
4 H -3.611 6.335 -0.308
5 H 1.952 -2.008 2.734
6 H 1.780 -1.342 -3.402
7 C 1.195 1.513 -1.930
8 H -1.901 3.162 2.564
9 C -1.894 6.256 0.983
10 C 1.757 -2.702 1.918
11 H -2.101 2.491 4.186
12 O -1.340 2.492 -2.455
13 H 1.431 -2.757 -1.753
14 C -1.380 3.810 -0.218
15 C -2.038 -0.240 3.028
16 O -0.875 -1.437 1.245
17 C 1.795 -0.274 -3.245
18 H 2.837 0.130 -5.064
19 H -1.566 7.760 2.502
20 C 2.386 0.551 -4.175
21 C -0.513 4.280 0.762
22 S -1.083 2.302 -1.058
23 C -2.744 5.756 -0.007
24 S 1.975 -1.816 0.363
25 O -0.421 1.240 2.092
26 H -1.900 8.398 0.889
27 C -2.930 -0.352 4.115
28 C 1.792 2.415 -2.801
29 H 0.738 -3.070 1.988
30 H 2.482 -3.514 1.944
31 C 1.145 -2.989 -0.739
32 H 1.505 -3.987 -0.489
33 C -1.502 1.076 2.701
34 C -2.326 -2.609 2.638
35 C 2.388 1.922 -3.944
36 H -3.166 0.534 4.693
37 H -4.135 -1.622 5.337
38 In 0.084 0.070 0.272
39 H 2.850 2.600 -4.652
40 H -3.214 7.727 1.849
41 N 0.503 1.919 -0.742
42 H -2.100 -3.483 2.039
43 C -2.492 4.544 -0.621
44 C -0.786 5.500 1.359
45 C -3.171 -2.690 3.720
46 C -1.716 -1.397 2.277
47 H -3.327 2.158 2.958
48 C -2.259 2.301 3.120
49 H -3.146 4.164 -1.399
50 C -3.474 -1.554 4.481
51 C -2.159 7.606 1.599
52 H 0.064 -2.946 -0.620
53 N 1.204 0.191 -2.131
54 H 1.763 3.472 -2.570
55 H -0.120 5.876 2.129

Entry 6:
Computed, not measured: the molecule C22H24N2O4, with ωB97M-V/def2-TZVPD.

Summary:
2S+1 = 1
Gap between HOMO and LUMO = 8.04 eV
HOMO = -7.691 eV
Strongest force on any atom = 0.72 eV/A
Charge = 0

Element x y z (Å)
1 H -3.691 2.797 -0.834
2 H 5.193 1.576 -0.701
3 N -0.432 -0.056 0.533
4 C -2.638 2.614 -0.670
5 C 2.199 3.310 -0.088
6 H -0.060 5.287 -1.676
7 H -6.321 1.041 1.796
8 H 1.454 -0.833 1.021
9 H -1.695 -3.798 -2.315
10 H 1.310 -0.128 -0.607
11 C -0.864 1.146 0.096
12 H -6.339 0.081 -0.527
13 C 4.150 2.406 0.989
14 H 5.097 0.497 0.698
15 H 4.204 -3.328 1.551
16 O 3.507 3.438 0.271
17 H 3.682 0.746 -0.330
18 H -5.224 -0.250 2.308
19 H -0.107 -5.628 -1.826
20 H 1.739 1.448 0.845
21 H 3.528 2.071 1.828
22 C -5.545 -0.159 0.183
23 H 2.978 -4.619 1.505
24 H 3.923 -4.226 0.040
25 H -6.872 -0.643 1.801
26 H 2.358 5.200 -1.076
27 C 3.447 -3.812 0.934
28 H 5.047 2.882 1.397
29 C 0.362 4.440 -1.160
30 H -1.192 -0.687 0.785
31 C 1.684 4.396 -0.826
32 C 0.067 -4.636 -1.436
33 C -0.586 -2.351 -1.195
34 C 1.434 -3.133 -0.151
35 O -3.024 -0.686 0.785
36 C 0.026 2.241 -0.170
37 H -1.278 -1.550 -1.408
38 C 0.792 -0.721 0.154
39 C -6.023 0.010 1.619
40 O -4.490 0.746 -0.127
41 H 1.875 -5.213 -0.470
42 C 0.526 -2.096 -0.411
43 C -0.507 3.387 -0.812
44 C -3.251 0.385 0.243
45 C 4.553 1.228 0.106
46 O 2.524 -2.802 0.607
47 H -5.196 -1.185 0.021
48 C 1.193 -4.400 -0.664
49 N -1.826 3.543 -1.070
50 C -0.822 -3.615 -1.708
51 C -2.243 1.389 -0.088
52 C 1.377 2.252 0.229

Entry 7:
Computed, not measured: the molecule C22H24N2O4, with ωB97M-V/def2-TZVPD.

Summary:
2S+1 = 1
Gap between HOMO and LUMO = 9.04 eV
HOMO = -8.389 eV
Strongest force on any atom = 0.59 eV/A
Charge = 0

Element x y z (Å)
1 C -3.179 2.846 1.086
2 H -1.465 2.731 -4.129
3 H 1.438 -3.285 -0.089
4 C 1.375 -0.583 -0.599
5 C -2.476 1.688 0.807
6 C -1.233 4.160 0.616
7 C 1.862 1.749 -2.454
8 H 0.677 3.428 -5.137
9 C -0.531 2.459 -3.660
10 H 2.327 -0.261 1.628
11 H -1.488 1.398 -2.070
12 C -0.468 -0.558 0.910
13 H 0.359 -2.510 4.645
14 H 0.530 3.077 0.078
15 C 0.684 -2.630 3.608
16 C -1.138 1.770 0.437
17 C 1.827 -1.230 1.734
18 H 0.553 -0.517 3.318
19 H -1.251 -1.136 -3.375
20 H 2.144 -1.078 3.825
21 N -0.417 0.594 0.174
22 O 2.301 -0.916 -1.295
23 C 0.653 1.362 -1.888
24 H 2.547 -3.591 4.119
25 C 1.653 -3.804 3.537
26 O -1.339 -0.849 1.693
27 C -0.436 -2.940 -0.989
28 H -4.217 2.778 1.377
29 C 0.503 -2.792 0.188
30 O -0.831 -1.755 -1.477
31 H 2.805 2.778 -4.066
32 C -0.513 3.011 0.349
33 H -1.841 -2.777 -2.960
34 H -2.662 -1.336 -2.295
35 O -0.784 -3.999 -1.436
36 C 0.671 2.848 -4.227
37 H 1.187 -4.699 3.944
38 H 2.585 -1.997 1.573
39 C -1.703 -1.756 -2.601
40 H -0.212 -2.832 3.021
41 H -0.745 5.121 0.543
42 C 1.298 -1.301 3.169
43 H 0.064 -3.341 1.021
44 H 2.788 1.459 -1.984
45 H 1.953 -4.018 2.514
46 C -2.566 4.083 0.983
47 N 0.677 0.593 -0.707
48 C -0.548 1.711 -2.497
49 H -3.122 4.983 1.192
50 C 0.791 -1.344 0.584
51 H -2.949 0.723 0.889
52 C 1.864 2.484 -3.626

Entry 8:
Computed, not measured: the molecule C22H24N2O6 at a distorted geometry, with ωB97M-V/def2-TZVPD.

Summary:
2S+1 = 1
Gap between HOMO and LUMO = 7.44 eV
HOMO = -7.987 eV
Strongest force on any atom = 19.36 eV/A
Charge = 0

Element x y z (Å)
1 N 2.383 -1.083 -1.284
2 C -2.106 1.441 0.769
3 C 1.494 -3.227 -2.046
4 C -4.463 1.422 2.719
5 H -1.216 0.818 -1.028
6 H 0.502 -2.800 -1.759
7 O 1.812 3.521 -0.674
8 C 1.454 -0.295 -0.811
9 C -0.178 -1.131 0.943
10 H -6.361 0.957 3.750
11 O 1.725 -3.453 -3.324
12 C 1.725 -0.669 2.949
13 H 0.278 -1.170 4.280
14 O -1.088 -1.434 -3.116
15 N -0.292 -1.575 2.516
16 C -1.199 3.142 2.179
17 H 1.680 -1.249 -3.569
18 C 2.667 -2.612 -1.146
19 H -1.908 -1.316 -2.944
20 C -0.077 2.298 0.113
21 C -0.895 1.424 0.021
22 H -4.165 0.324 2.671
23 H -4.959 1.555 1.653
24 H 1.566 -2.220 -4.968
25 C 1.748 1.020 -1.002
26 C 3.651 -0.192 -1.701
27 C 1.248 2.453 -0.623
28 C -5.301 1.534 3.896
29 H -0.808 -1.601 0.196
30 H 2.681 -2.712 -0.170
31 O 3.858 2.078 -1.884
32 C 0.973 -0.773 0.681
33 H 0.690 3.708 1.382
34 H 3.107 -0.014 1.458
35 H -1.329 3.532 2.974
36 H 2.658 3.428 -1.129
37 O -3.310 2.311 2.799
38 H -5.726 2.581 3.791
39 C 0.451 -1.111 3.247
40 C -0.123 3.119 1.219
41 H -0.681 -2.895 -4.156
42 C 3.057 1.202 -1.742
43 C -2.244 2.444 1.817
44 H 0.443 -0.489 -1.299
45 C 2.076 -0.232 1.827
46 H -2.973 0.643 0.445
47 O 4.690 -0.735 -2.191
48 C -0.285 -2.179 -4.001
49 H 2.465 -0.224 3.729
50 H 3.552 -2.812 -1.616
51 H -4.732 1.395 4.858
52 H -0.797 -1.538 -4.985
53 C 1.117 -2.239 -4.007
54 H 1.466 -4.367 -1.706

- What is the strongest force on any atom in the third record?
  1.72 eV/A